No. 1
Density functional theory data (ωB97M-V/def2-TZVPD) for the molecule C2H2FNO2 in a non-equilibrium geometry.

Largest force on an atom (eV/Å): 1.025
Energy above the lowest of the compared OMol25 structures with the same formula, charge and spin (kJ/mol): 394.1
HOMO-LUMO gap (eV): 10.49
HOMO level (Ha): -0.4137
SMILES: C=C(F)[N+](=O)[O-]
Calculated total energy (eV): -10405.0984

Last column: natural (NBO) charge in e.
Geometry (Å):
C: -0.092 0.120 0.132  -0.413
C: 0.018 0.907 1.186  0.433
N: 1.283 1.167 1.872  0.485
O: 2.258 0.612 1.422  -0.367
O: 1.251 1.903 2.824  -0.333
F: -0.990 1.557 1.752  -0.285
H: -1.040 -0.046 -0.348  0.232
H: 0.785 -0.365 -0.258  0.248

No. 2
Density functional theory data (ωB97M-V/def2-TZVPD) for an isolated ion of composition C5H7N4S and charge +1 in a non-equilibrium geometry.

Largest force on an atom (eV/Å): 3.796
Energy above the lowest of the compared OMol25 structures with the same formula, charge and spin (kJ/mol): 258.2
Total charge: +1
HOMO-LUMO gap (eV): 7.59
HOMO level (Ha): -0.4482
Calculated total energy (eV): -22084.8313

Last column: natural (NBO) charge in e.
Geometry (Å):
C: 2.310 -1.519 -0.032  -0.089
C: 1.330 0.770 -0.086  -0.389
C: 0.410 -0.280 -0.026  0.388
C: 0.764 2.129 0.040  0.126
C: -1.504 1.289 -0.026  -0.065
N: 0.996 -1.548 0.115  -0.463
N: -0.460 2.292 -0.029  -0.342
N: -0.956 -0.113 0.183  -0.247
N: -1.782 -1.194 -0.101  -0.682
S: 2.905 0.080 -0.026  0.656
H: 2.841 -2.375 -0.070  0.254
H: 1.399 2.955 0.066  0.212
H: -2.092 1.564 0.788  0.218
H: -2.244 1.187 -0.802  0.204
H: -1.802 -1.907 0.520  0.377
H: 0.399 -2.331 0.208  0.452
H: -2.514 -0.998 -0.723  0.390

No. 3
Density functional theory data (ωB97M-V/def2-TZVPD) for the molecule C3H2O3S in a non-equilibrium geometry.

Largest force on an atom (eV/Å): 4.765
Energy above the lowest of the compared OMol25 structures with the same formula, charge and spin (kJ/mol): 214.2
HOMO-LUMO gap (eV): 9.35
HOMO level (Ha): -0.3342
SMILES: O=c1occ(S)o1
Calculated total energy (eV): -20119.2744

Last column: natural (NBO) charge in e.
Geometry (Å):
C: 0.347 0.474 0.063  0.049
C: 1.086 -0.480 0.597  0.006
C: -0.870 -1.256 -0.253  0.946
H: -0.631 2.658 0.079  0.181
H: 2.124 -0.591 1.119  0.254
O: 0.244 -1.670 0.551  -0.472
O: -1.571 -2.011 -0.904  -0.554
O: -0.821 0.045 -0.501  -0.439
S: 0.770 2.162 0.199  0.030

No. 4
Density functional theory data (ωB97M-V/def2-TZVPD) for the molecule C4H5N3 in a non-equilibrium geometry.

Largest force on an atom (eV/Å): 4.145
Energy above the lowest of the compared OMol25 structures with the same formula, charge and spin (kJ/mol): 161.3
HOMO-LUMO gap (eV): 10.06
HOMO level (Ha): -0.3402
SMILES: [H]/N=C/n1ccnc1
Calculated total energy (eV): -8698.1411

Last column: natural (NBO) charge in e.
Geometry (Å):
C: 0.371 -1.315 -0.828  0.304
C: 0.657 0.871 0.461  -0.082
C: -0.104 1.666 1.215  -0.098
C: -1.451 0.214 0.361  0.203
H: 1.609 -2.065 -1.943  0.356
H: -0.372 -2.137 -0.871  0.165
H: 1.636 0.837 0.097  0.231
H: 0.257 2.491 1.744  0.212
H: -2.389 -0.402 0.105  0.201
N: 1.427 -1.205 -1.449  -0.619
N: -0.171 -0.193 -0.091  -0.433
N: -1.470 1.239 1.199  -0.440

No. 5
Density functional theory data (ωB97M-V/def2-TZVPD) for a 15-piece molecular cluster, C60H126N11O16 overall in a non-equilibrium geometry.

Largest force on an atom (eV/Å): 3.511
Total charge: +3
HOMO-LUMO gap (eV): 6.11
HOMO level (Ha): -0.4348
Calculated total energy (eV): -113390.9014

Last column: Mulliken charge in e.
Geometry (Å):
C: -4.752 7.747 -1.744  -1.778
C: -3.861 6.582 -1.617  0.238
N: -3.018 6.575 -0.435  0.441
C: -2.083 5.607 -0.197  -0.366
C: -1.587 5.960 1.044  -1.554
N: -2.210 7.060 1.484  0.324
C: -3.092 7.478 0.558  -0.337
C: -1.916 7.714 2.798  -0.819
H: -5.521 7.709 -0.965  0.418
H: -5.291 7.665 -2.699  0.415
H: -4.215 8.725 -1.729  0.397
H: -3.181 6.525 -2.465  0.299
H: -4.377 5.608 -1.680  0.111
H: -1.988 4.787 -0.924  0.234
H: -0.811 5.437 1.529  1.391
H: -3.821 8.239 0.654  0.535
H: -2.508 7.283 3.595  0.313
H: -2.114 8.769 2.819  0.388
H: -0.860 7.614 2.957  0.247
C: 5.144 6.062 -0.435  -0.958
C: 4.087 7.173 -0.281  -0.717
N: 2.896 6.912 -1.047  0.294
C: 1.870 6.116 -0.608  -0.185
C: 1.006 5.977 -1.636  -0.916
N: 1.482 6.700 -2.688  0.184
C: 2.649 7.279 -2.314  -0.106
C: 0.776 6.974 -3.929  -0.692
H: 5.599 6.014 -1.445  0.426
H: 4.736 5.087 -0.158  0.178
H: 5.916 6.373 0.242  0.437
H: 4.463 8.152 -0.560  0.439
H: 3.758 7.244 0.758  0.242
H: 1.781 5.722 0.422  0.087
H: 0.105 5.411 -1.793  1.158
H: 3.240 7.985 -2.913  0.376
H: 0.605 6.069 -4.528  0.306
H: 1.359 7.724 -4.497  0.289
H: -0.201 7.382 -3.704  0.308
C: 1.320 1.054 6.434  -1.335
C: 1.878 -0.349 6.214  -0.265
C: 1.258 -1.061 5.080  0.323
N: 1.835 -2.505 4.909  0.136
C: 1.763 -3.293 6.175  -1.128
C: 3.148 -2.661 4.296  0.070
C: 3.257 -4.080 3.892  -1.045
C: 1.826 -4.400 3.376  -0.498
C: 1.013 -3.173 3.830  -0.005
H: 1.322 1.592 5.490  0.080
H: 1.983 1.586 7.106  0.429
H: 0.316 1.071 6.874  0.422
H: 1.786 -0.923 7.106  0.433
H: 2.965 -0.300 5.993  0.255
H: 1.446 -0.571 4.126  -0.478
H: 0.200 -1.293 5.340  0.372
H: 2.065 -4.288 5.900  0.508
H: 0.755 -3.228 6.494  0.370
H: 2.460 -2.899 6.908  0.342
H: 3.904 -2.368 5.012  0.567
H: 3.232 -1.919 3.506  -0.198
H: 3.562 -4.767 4.696  0.316
H: 3.969 -4.249 3.091  0.488
H: 1.328 -5.252 3.819  0.436
H: 1.998 -4.629 2.330  0.157
H: 0.165 -3.395 4.434  0.752
H: 0.705 -2.379 3.168  -0.459
C: -3.716 -3.652 -2.651  -0.911
C: -4.921 -4.585 -2.368  -0.211
C: -4.524 -5.909 -1.827  -1.186
N: -5.662 -6.961 -1.796  0.287
C: -6.845 -6.424 -1.040  -0.915
C: -6.065 -7.511 -3.265  -0.498
C: -5.841 -9.040 -3.169  -0.632
C: -5.799 -9.363 -1.631  -0.604
C: -5.115 -8.108 -1.002  -0.765
H: -3.907 -2.885 -3.410  0.422
H: -2.871 -4.229 -3.039  -0.048
H: -3.379 -3.126 -1.755  0.250
H: -5.427 -4.649 -3.355  0.385
H: -5.613 -4.033 -1.761  0.418
H: -4.268 -5.847 -0.789  0.501
H: -3.770 -6.410 -2.401  0.389
H: -6.467 -5.650 -0.320  0.310
H: -7.387 -7.310 -0.648  0.388
H: -7.515 -5.872 -1.679  0.359
H: -7.094 -7.192 -3.390  0.296
H: -5.546 -6.886 -3.970  0.439
H: -6.591 -9.648 -3.697  0.382
H: -4.892 -9.256 -3.688  0.311
H: -6.834 -9.402 -1.295  0.280
H: -5.371 -10.308 -1.281  0.433
H: -5.233 -7.829 0.047  0.419
H: -4.054 -8.152 -1.108  0.449
C: 0.565 3.073 1.062  -1.215
C: 0.493 1.587 1.157  0.963
C: 0.875 0.805 -0.132  -0.409
N: 0.058 -0.434 -0.489  2.171
C: -1.319 -0.064 -0.816  0.085
C: -0.056 -1.426 0.655  -0.346
C: 0.388 -2.763 0.035  -0.335
C: 0.360 -2.625 -1.475  0.030
C: 0.715 -1.202 -1.618  0.215
H: 1.648 3.238 0.965  0.070
H: 0.284 3.566 1.969  0.841
H: 0.041 3.539 0.205  -0.343
H: -0.445 1.259 1.632  0.330
H: 1.297 1.327 1.811  -1.222
H: 1.896 0.453 -0.021  -0.429
H: 0.789 1.376 -1.057  0.788
H: -1.275 0.411 -1.835  -0.322
H: -1.783 0.628 -0.087  -0.114
H: -1.953 -1.007 -0.838  0.173
H: -1.069 -1.347 1.062  0.017
H: 0.604 -1.117 1.480  -0.202
H: -0.144 -3.664 0.420  0.614
H: 1.439 -2.861 0.310  -0.420
H: -0.664 -2.810 -1.894  -0.547
H: 1.017 -3.253 -2.112  0.664
H: 0.471 -0.764 -2.576  0.247
H: 1.767 -1.134 -1.341  -0.833
C: -3.532 3.075 1.514  0.384
C: -4.972 3.425 1.104  0.349
O: -5.627 4.385 1.119  -0.468
N: -5.712 2.076 0.588  -0.091
H: -6.190 2.324 -0.325  0.414
H: -4.988 1.390 0.271  0.230
C: -6.597 1.520 1.602  -0.737
H: -3.077 2.754 0.543  -0.235
H: -3.595 2.148 2.080  0.031
H: -3.106 3.935 2.046  0.215
H: -6.085 1.298 2.527  0.202
H: -7.161 0.667 1.309  0.380
H: -7.352 2.280 1.806  0.398
C: 7.075 2.151 -0.707  -1.084
C: 5.755 1.553 -1.208  0.760
O: 4.640 1.915 -1.197  -0.382
N: 6.019 0.254 -1.998  -0.139
H: 6.908 0.420 -2.430  0.437
H: 6.110 -0.510 -1.334  0.220
C: 4.950 -0.067 -3.069  -0.677
H: 6.857 2.280 0.339  0.149
H: 7.221 3.115 -1.161  0.401
H: 7.975 1.540 -0.895  0.426
H: 5.103 -1.085 -3.407  0.333
H: 5.058 0.657 -3.907  0.347
H: 4.041 0.104 -2.509  0.224
C: -0.734 -6.385 -3.946  -0.286
C: -0.626 -5.672 -5.324  0.532
O: -1.561 -5.044 -5.860  -0.659
N: 0.653 -5.694 -5.811  -0.179
H: 1.415 -6.202 -5.444  0.240
H: -0.741 -2.410 -4.788  0.092
C: 1.018 -4.652 -6.735  -0.851
H: 0.186 -6.837 -3.707  0.426
H: -1.595 -7.039 -3.968  0.110
H: -0.952 -5.532 -3.287  -0.172
H: 1.915 -4.782 -7.342  0.346
H: 1.253 -3.753 -6.116  0.225
H: 0.238 -4.289 -7.361  0.321
C: 4.369 1.920 2.587  1.246
C: 5.069 0.813 3.371  0.485
O: 4.578 0.213 4.262  -0.507
N: 6.407 0.672 3.041  -0.214
H: 5.830 -0.491 1.488  0.256
H: 6.759 1.470 2.571  0.173
C: 7.347 0.145 4.064  -1.150
H: 4.881 2.239 1.681  -0.421
H: 4.252 2.811 3.190  0.613
H: 3.334 1.716 2.320  -1.267
H: 8.236 0.733 4.073  0.400
H: 7.604 -0.905 4.078  0.319
H: 6.876 0.348 5.026  0.319
C: -2.007 0.411 -4.641  -0.882
C: -0.916 -0.613 -4.934  0.778
O: -1.417 -1.797 -4.597  -0.150
O: 0.256 -0.472 -5.191  -0.645
H: -1.704 1.363 -4.239  0.195
H: -2.697 -0.073 -3.916  0.209
H: -2.532 0.528 -5.606  0.477
C: 4.618 -2.457 -0.679  -0.973
C: 4.510 -1.363 0.286  0.399
O: 3.446 -0.908 0.688  0.080
O: 5.729 -0.961 0.584  -0.697
H: 4.540 -3.444 -0.108  0.283
H: 5.572 -2.406 -1.214  0.749
H: 3.823 -2.582 -1.405  -0.130
C: 2.665 -6.597 -1.634  -0.559
C: 3.296 -5.981 -0.398  0.473
O: 3.711 -4.792 -0.569  -0.573
O: 3.344 -6.567 0.700  -0.736
H: 3.386 -6.667 -2.452  0.326
H: 1.809 -5.939 -1.887  -0.180
H: 2.361 -7.628 -1.390  0.364
C: -3.211 -0.153 4.427  -0.924
C: -2.634 -0.967 3.260  0.572
O: -1.536 -1.541 3.456  -0.427
O: -3.334 -0.967 2.185  -0.702
H: -3.842 0.643 4.058  0.147
H: -2.427 0.268 5.056  0.131
H: -3.857 -0.828 5.039  0.359
C: 1.760 5.215 4.342  -1.000
C: 1.984 5.468 2.817  0.661
O: 0.915 5.648 2.133  -0.648
O: 3.147 5.545 2.348  -0.663
H: 0.761 5.486 4.671  0.292
H: 2.544 5.681 4.924  0.435
H: 1.912 4.120 4.488  -0.079
C: -4.262 3.306 -3.774  -1.582
C: -3.161 3.276 -2.661  0.760
O: -2.098 3.810 -3.015  -0.644
O: -3.398 2.784 -1.511  -0.611
H: -5.133 3.873 -3.507  0.372
H: -4.624 2.288 -3.842  0.415
H: -3.837 3.676 -4.706  0.328

No. 6
Density functional theory data (ωB97M-V/def2-TZVPD) for C19H38Br8O5 as an isolated structure in a non-equilibrium geometry.

Largest force on an atom (eV/Å): 10.695
HOMO-LUMO gap (eV): 8.63
HOMO level (Ha): -0.3196
Calculated total energy (eV): -590870.6575

Last column: natural (NBO) charge in e.
Geometry (Å):
C: -15.730 -15.486 8.671  -0.832
C: -14.845 -16.499 7.970  0.669
O: -13.691 -16.184 7.612  -0.695
C: -15.569 -17.681 7.349  -0.886
H: -15.099 -14.758 9.182  0.259
H: -16.537 -15.871 9.293  0.237
H: -16.187 -14.875 7.893  0.260
H: -16.559 -17.694 7.806  0.221
H: -15.075 -18.624 7.581  0.211
H: -15.770 -17.514 6.291  0.227
O: -16.680 -11.423 12.937  -0.612
C: -17.297 -12.171 12.155  0.797
O: -16.844 -13.326 11.706  -0.517
C: -15.426 -13.575 11.756  -0.062
C: -15.279 -14.861 10.890  -0.672
C: -18.706 -11.830 11.716  -0.725
H: -15.200 -13.893 12.773  0.180
H: -14.773 -12.776 11.404  0.193
H: -15.574 -14.617 9.869  0.231
H: -15.890 -15.621 11.376  0.271
H: -14.247 -15.213 10.874  0.170
H: -18.878 -12.372 10.786  0.225
H: -18.721 -10.780 11.422  0.243
H: -19.436 -11.857 12.526  0.249
O: -17.210 -18.615 12.881  -0.590
C: -17.367 -17.461 12.513  0.819
O: -16.638 -16.792 11.688  -0.528
C: -15.338 -17.145 11.306  -0.150
C: -15.397 -17.896 9.946  -0.667
C: -18.632 -16.676 12.903  -0.716
H: -14.760 -17.643 12.085  0.207
H: -14.777 -16.239 11.077  0.232
H: -15.732 -17.237 9.145  0.245
H: -16.048 -18.764 10.052  0.227
H: -14.436 -18.373 9.754  0.217
H: -19.349 -17.349 13.373  0.240
H: -19.035 -16.082 12.082  0.232
H: -18.325 -15.929 13.635  0.234
Br: -11.218 -14.119 6.720  0.036
C: -13.148 -13.669 6.719  -0.448
C: -13.685 -13.579 8.130  -0.453
Br: -15.637 -13.246 8.140  0.040
H: -13.633 -14.375 6.045  0.218
H: -13.377 -12.733 6.208  0.236
H: -13.218 -12.843 8.783  0.242
H: -13.575 -14.584 8.537  0.245
Br: -10.509 -17.295 7.351  -0.047
C: -12.350 -17.753 6.614  -0.409
C: -12.891 -16.591 5.622  -0.409
Br: -14.673 -17.085 4.878  -0.003
H: -13.044 -17.908 7.440  0.211
H: -12.369 -18.607 5.937  0.200
H: -12.228 -16.595 4.757  0.213
H: -12.938 -15.619 6.112  0.248
Br: -20.627 -17.978 4.810  -0.039
C: -19.907 -17.108 6.491  -0.412
C: -18.406 -17.299 6.615  -0.449
Br: -17.920 -16.578 8.383  0.063
H: -20.368 -17.583 7.357  0.232
H: -20.242 -16.074 6.408  0.236
H: -17.788 -16.715 5.933  0.219
H: -17.996 -18.308 6.649  0.241
Br: -18.251 -20.275 5.265  -0.017
C: -16.489 -20.665 6.118  -0.447
C: -15.479 -19.604 5.629  -0.438
Br: -13.893 -19.522 6.837  0.134
H: -16.211 -21.685 5.853  0.236
H: -16.659 -20.615 7.194  0.224
H: -15.919 -18.607 5.645  0.218
H: -15.068 -19.846 4.648  0.239